Record 1
The following is a quantum chemistry calculation of a structure of composition C32H30BF2NOPdSSb2, from the OMol25 dataset.

Each line ends with the natural charge from an NBO analysis.
Geometry (Å):
Pd (-0.83, 0.18, -1.78)  0.483
O (-1.93, -1.84, -1.43)  -0.369
N (-3.20, -1.57, -1.46)  -0.001
C (-4.05, -2.62, -1.95)  -0.054
C (-5.00, -2.31, -2.83)  -0.207
C (-5.24, -0.94, -3.24)  -0.183
C (-4.52, 0.09, -2.64)  -0.243
C (-3.55, -0.17, -1.70)  -0.089
S (-2.84, 1.03, -0.66)  -0.094
H (-3.79, -3.61, -1.62)  0.233
H (-5.60, -3.11, -3.23)  0.241
H (-6.00, -0.72, -3.97)  0.231
H (-4.75, 1.12, -2.86)  0.243
C (2.38, -1.11, 0.65)  -0.756
C (1.70, -2.38, 1.17)  -0.436
C (0.38, -2.17, 1.91)  -0.733
Sb (-1.00, -0.65, 1.21)  1.416
C (-0.27, 1.10, 2.17)  -0.331
C (0.12, 1.00, 3.51)  -0.248
C (0.50, 2.13, 4.21)  -0.199
C (0.50, 3.37, 3.58)  -0.191
C (0.11, 3.48, 2.26)  -0.191
C (-0.27, 2.34, 1.54)  -0.260
C (-2.59, -1.01, 2.57)  -0.416
C (-2.52, -2.10, 3.44)  -0.239
C (-3.49, -2.28, 4.41)  -0.188
C (-4.55, -1.38, 4.51)  -0.186
C (-4.63, -0.30, 3.64)  -0.215
C (-3.66, -0.12, 2.67)  -0.150
Sb (1.77, -0.58, -1.35)  1.171
C (3.62, -0.86, -2.35)  -0.249
C (4.18, 0.16, -3.11)  -0.256
C (5.43, -0.04, -3.70)  -0.198
C (6.11, -1.23, -3.52)  -0.178
C (5.54, -2.25, -2.77)  -0.202
C (4.30, -2.07, -2.18)  -0.266
C (1.91, 1.54, -1.16)  -0.399
C (2.74, 2.12, -0.20)  -0.227
C (2.79, 3.50, -0.06)  -0.187
C (1.99, 4.31, -0.85)  -0.201
C (1.16, 3.75, -1.80)  -0.211
C (1.13, 2.37, -1.97)  -0.208
H (3.46, -1.25, 0.54)  0.250
H (2.21, -0.26, 1.30)  0.238
H (2.37, -2.87, 1.88)  0.233
H (1.55, -3.10, 0.36)  0.208
H (0.55, -1.82, 2.93)  0.232
H (-0.20, -3.09, 1.95)  0.239
H (0.09, 0.05, 4.03)  0.210
H (0.80, 2.05, 5.25)  0.227
H (0.79, 4.26, 4.13)  0.227
H (0.10, 4.44, 1.77)  0.225
H (-0.55, 2.45, 0.50)  0.217
H (-1.71, -2.81, 3.38)  0.210
H (-3.43, -3.12, 5.09)  0.225
H (-5.31, -1.53, 5.27)  0.228
H (-5.45, 0.39, 3.71)  0.226
H (-3.73, 0.73, 1.99)  0.216
H (3.67, 1.10, -3.25)  0.223
H (5.87, 0.76, -4.29)  0.226
H (7.08, -1.38, -3.98)  0.225
H (6.07, -3.19, -2.64)  0.226
H (3.86, -2.88, -1.61)  0.209
H (3.37, 1.50, 0.43)  0.218
H (3.45, 3.94, 0.68)  0.228
H (2.02, 5.39, -0.73)  0.228
H (0.55, 4.38, -2.44)  0.227
H (0.54, 1.95, -2.78)  0.204
F (-1.81, -0.87, -4.42)  -0.506
B (-0.70, -0.55, -3.77)  0.935
F (0.44, -0.87, -4.37)  -0.514

Its spin multiplicity is 6. Its expectation value of S² is 8.804. The calculation puts the HOMO-LUMO gap (alpha / beta) at 6.77 / 6.05 eV. The value obtained for the HOMO energy (alpha / beta) is -9.227 / -11.393 eV. As for the total charge: +1.

Record 2
The following is a quantum chemistry calculation of a structure of composition C32H30Br2CeN6O3PS2, from the OMol25 dataset.

Each line ends with the Löwdin charge.
Geometry (Å):
Ce (-0.84, -1.13, -1.05)  0.817
C (-0.04, -0.29, -6.78)  -0.430
S (-1.39, 0.61, -6.00)  0.892
C (-1.15, 0.36, -4.30)  -1.052
S (0.18, -0.58, -3.72)  0.574
N (-2.05, 1.02, -3.61)  -0.077
N (-1.94, 0.86, -2.25)  -0.103
C (-2.64, 1.69, -1.57)  -0.042
C (-2.70, 1.57, -0.11)  -0.224
C (-3.48, 2.42, 0.65)  0.014
C (-3.56, 2.23, 2.02)  -0.020
C (-2.84, 1.20, 2.60)  -0.030
C (-2.05, 0.41, 1.78)  -0.099
N (-1.99, 0.57, 0.46)  0.029
H (-0.20, -0.15, -7.85)  0.038
H (-0.08, -1.35, -6.53)  0.029
H (0.92, 0.12, -6.51)  0.031
H (-3.21, 2.47, -2.08)  0.142
H (-4.03, 3.22, 0.16)  0.126
H (-4.18, 2.88, 2.63)  0.122
H (-2.86, 1.02, 3.66)  0.120
H (-1.44, -0.39, 2.19)  0.126
Br (-1.17, -3.89, -3.32)  0.730
C (0.32, -4.61, -2.34)  -0.948
Br (1.72, -3.27, -2.14)  0.700
H (0.74, -5.44, -2.89)  0.011
H (-0.02, -4.87, -1.35)  -0.003
O (0.84, -0.33, 0.34)  -0.458
P (1.84, 0.76, 0.76)  0.879
C (1.60, 2.24, -0.22)  -0.268
C (1.23, 2.05, -1.55)  -0.086
C (1.01, 3.13, -2.39)  -0.048
C (1.17, 4.42, -1.89)  -0.052
C (1.56, 4.62, -0.57)  -0.058
C (1.77, 3.53, 0.27)  -0.074
C (3.50, 0.16, 0.50)  -0.286
C (4.58, 1.05, 0.49)  -0.064
C (5.86, 0.56, 0.29)  -0.060
C (6.07, -0.80, 0.10)  -0.057
C (4.99, -1.68, 0.12)  -0.058
C (3.71, -1.20, 0.32)  -0.074
C (1.66, 1.23, 2.47)  -0.265
C (0.59, 2.04, 2.86)  -0.098
C (0.42, 2.37, 4.19)  -0.064
C (1.31, 1.89, 5.15)  -0.056
C (2.37, 1.09, 4.77)  -0.055
C (2.55, 0.75, 3.44)  -0.048
H (1.15, 1.04, -1.95)  0.033
H (0.72, 2.96, -3.42)  0.115
H (1.00, 5.27, -2.53)  0.113
H (1.69, 5.62, -0.19)  0.112
H (2.06, 3.70, 1.30)  0.110
H (4.42, 2.11, 0.63)  0.113
H (6.70, 1.24, 0.28)  0.112
H (7.07, -1.18, -0.05)  0.113
H (5.16, -2.74, -0.03)  0.113
H (2.87, -1.88, 0.34)  0.083
H (-0.09, 2.43, 2.12)  0.106
H (-0.40, 3.01, 4.49)  0.111
H (1.18, 2.16, 6.19)  0.113
H (3.07, 0.72, 5.52)  0.114
H (3.38, 0.12, 3.15)  0.112
N (-4.79, -3.08, -1.24)  0.208
C (-3.56, -2.81, -0.77)  -0.455
O (-2.90, -1.87, -1.37)  -0.218
C (-3.07, -3.47, 0.38)  -0.129
C (-3.85, -4.52, 0.94)  -0.233
N (-4.49, -5.36, 1.39)  0.166
C (-1.76, -3.16, 0.94)  -0.464
N (-0.72, -3.00, 0.17)  -0.003
H (-5.02, -2.70, -2.14)  0.126
H (-5.28, -3.91, -0.94)  0.112
C (-2.71, -3.05, 3.16)  -0.038
O (-1.59, -2.98, 2.25)  -0.047
H (-3.01, -4.08, 3.32)  0.088
H (-3.55, -2.48, 2.76)  0.096
H (-2.35, -2.61, 4.08)  0.095

The calculation puts the HOMO-LUMO gap at 6.41 eV. The value obtained for the HOMO energy is -10.333 eV. As for the total charge: +1.

Record 3
The following is a quantum chemistry calculation of a structure of composition C32H30BrFNO5P2RuS, from the OMol25 dataset.

Each line ends with the Löwdin charge.
Geometry (Å):
Ru (0.00, 0.69, -0.50)  1.028
O (0.60, 1.19, 3.39)  -0.291
S (-0.35, 1.95, 2.62)  0.399
O (-0.98, 3.06, 3.26)  -0.277
O (0.06, 2.21, 1.24)  -0.465
O (0.57, -0.83, 0.93)  -0.486
O (-3.77, 3.44, -3.71)  0.077
C (-3.20, 2.79, -2.67)  -0.311
C (-3.49, 3.14, -1.34)  0.005
C (-2.87, 2.45, -0.33)  -0.105
N (-2.06, 1.43, -0.62)  -0.101
C (-1.75, 1.09, -1.86)  -0.261
Br (1.70, 2.05, -1.70)  -0.020
C (-2.31, 1.77, -2.94)  -0.027
H (-4.33, 4.15, -3.40)  0.110
H (-4.16, 3.96, -1.12)  0.117
H (-3.01, 2.70, 0.72)  0.120
H (-2.04, 1.54, -3.97)  0.098
C (2.58, -2.66, -0.47)  -0.263
C (2.26, -2.91, 1.02)  -0.237
P (1.62, -1.42, 1.85)  0.805
C (0.94, -1.95, 3.42)  -0.274
C (1.36, -1.40, 4.62)  -0.074
C (0.77, -1.82, 5.81)  -0.061
C (-0.24, -2.78, 5.79)  -0.072
C (-0.66, -3.32, 4.58)  -0.075
C (-0.08, -2.90, 3.40)  -0.077
C (3.08, -0.39, 2.09)  -0.282
C (4.20, -0.93, 2.75)  -0.091
C (5.34, -0.17, 2.91)  -0.077
C (5.38, 1.13, 2.40)  -0.070
C (4.28, 1.66, 1.75)  -0.050
C (3.13, 0.90, 1.60)  -0.084
C (1.40, -2.91, -1.43)  -0.319
P (0.40, -1.47, -2.04)  0.997
C (-1.13, -2.34, -2.51)  -0.376
C (-2.22, -2.25, -1.64)  -0.105
C (-3.38, -2.95, -1.91)  -0.076
C (-3.48, -3.74, -3.05)  -0.083
C (-2.40, -3.82, -3.92)  -0.078
C (-1.23, -3.13, -3.65)  -0.084
C (1.17, -1.03, -3.62)  -0.409
C (2.53, -1.23, -3.85)  -0.095
C (3.11, -0.76, -5.03)  -0.076
C (2.34, -0.09, -5.96)  -0.080
C (0.98, 0.11, -5.73)  -0.070
C (0.41, -0.35, -4.56)  -0.110
H (3.38, -3.35, -0.75)  0.108
H (2.99, -1.65, -0.60)  0.099
H (3.15, -3.24, 1.55)  0.088
H (1.52, -3.71, 1.12)  0.087
H (2.11, -0.62, 4.63)  0.107
H (1.08, -1.38, 6.75)  0.109
H (-0.70, -3.09, 6.71)  0.105
H (-1.46, -4.05, 4.56)  0.105
H (-0.43, -3.30, 2.45)  0.107
H (4.16, -1.94, 3.15)  0.107
H (6.19, -0.58, 3.42)  0.104
H (6.28, 1.72, 2.52)  0.106
H (4.31, 2.66, 1.35)  0.114
H (2.27, 1.33, 1.11)  0.024
H (0.68, -3.57, -0.95)  0.083
H (1.75, -3.44, -2.32)  0.084
H (-2.15, -1.63, -0.76)  0.088
H (-4.23, -2.88, -1.23)  0.106
H (-4.39, -4.28, -3.26)  0.103
H (-2.47, -4.43, -4.81)  0.104
H (-0.39, -3.19, -4.34)  0.109
H (3.14, -1.74, -3.12)  0.097
H (4.16, -0.92, -5.20)  0.105
H (2.79, 0.27, -6.88)  0.103
H (0.38, 0.64, -6.46)  0.107
H (-0.65, -0.18, -4.37)  0.089
F (-1.55, 0.91, 2.41)  -0.209

Its spin multiplicity is 6. Its expectation value of S² is 8.769. The calculation puts the HOMO-LUMO gap (alpha / beta) at 7.77 / 8.12 eV. The value obtained for the HOMO energy (alpha / beta) is -7.285 / -9.035 eV. As for the total charge: 0.

Number 1: DFT total energy -2598.155512 Ha. Number 2: DFT total energy -8552.473392 Ha. Number 3: DFT total energy -5518.063428 Ha.